(w)
C2H3F2P | ωB97M-V with the def2-TZVPD basis set

Each line ends with the Mulliken charge.
Element x y z (Å)
C1 0.75 -0.13 1.25  -0.43
C2 0.28 -0.18 0.00  0.02
F1 -1.13 -1.06 -1.88  -0.18
F2 -1.32 2.15 -1.73  -0.68
P1 -1.40 -0.61 -0.37  0.50
H1 1.77 0.15 1.46  0.25
H2 0.15 -0.39 2.10  0.22
H3 0.90 0.07 -0.85  0.30

Output
Charge: 0
E_LUMO (spin up / spin down) (Ha): -0.1188 / -0.1188
HOMO-LUMO gap (spin up / spin down) (eV): 6.05 / 6.04
E_HOMO (spin up / spin down) (Ha): -0.3410 / -0.3409

---

(x)
C2H3F2P | ωB97M-V with the def2-TZVPD basis set

Each line ends with the Mulliken charge.
Element x y z (Å)
C1 -0.25 0.45 -0.91  -0.84
C2 -0.26 0.14 0.48  0.75
F1 -1.05 -1.03 0.88  -0.30
F2 -0.77 1.02 1.33  -0.22
P1 1.59 -0.20 0.61  0.00
H1 -0.47 -0.36 -1.58  0.31
H2 -0.16 1.49 -1.33  0.27
H3 1.38 -1.51 0.52  0.04

Output
Charge: 0
E_LUMO (Ha): -0.0372
HOMO-LUMO gap (eV): 8.28
E_HOMO (Ha): -0.3416

---

(x) has the most favorable energy; the next structure is 18.0 kcal/mol above.

---

(w)
C2H5ClOS | ωB97M-V with the def2-TZVPD basis set

Each line ends with the Mulliken charge.
Element x y z (Å)
C1 0.83 0.18 0.67  -0.84
C2 0.55 -1.19 1.18  0.38
S1 -0.92 -1.76 1.41  -0.25
Cl1 1.97 -1.99 1.79  -0.15
H1 1.81 0.58 1.22  0.33
H2 0.73 0.14 -0.45  0.26
H3 0.03 0.93 0.94  0.28
O1 -1.20 -0.35 -1.45  -0.59
H4 -1.45 -0.03 -2.34  0.29
H5 -1.30 -1.30 -1.36  0.30

Output
Charge: 0
E_LUMO (Ha): -0.0120
HOMO-LUMO gap (eV): 8.61
SMILES: CC(=S)Cl.O
E_HOMO (Ha): -0.3284

---

(x)
C2H5ClOS | ωB97M-V with the def2-TZVPD basis set

Each line ends with the Mulliken charge.
Element x y z (Å)
C1 1.45 -0.09 -0.83  -0.54
C2 -1.18 0.15 0.19  -0.19
O1 -1.67 1.25 -0.43  -0.41
S1 -0.75 -0.02 1.85  -0.17
Cl1 2.14 -0.81 0.59  -0.14
H1 2.21 0.39 -1.46  0.30
H2 0.87 -0.80 -1.42  0.31
H3 -0.70 -0.56 -0.46  0.39
H4 -1.99 1.78 0.27  0.31
H5 -0.37 -1.28 1.70  0.14

Output
Charge: 0
E_LUMO (spin up / spin down) (Ha): 0.0205 / -0.0114
HOMO-LUMO gap (spin up / spin down) (eV): 9.20 / 6.37
E_HOMO (spin up / spin down) (Ha): -0.3175 / -0.2456

---

(w) has the most favorable energy; the next structure is 79.5 kcal/mol above.

---

(w)
C6H8S | ωB97M-V with the def2-TZVPD basis set

Each line ends with the Mulliken charge.
Element x y z (Å)
C1 0.20 -0.86 -0.25  0.81
C2 -0.55 -1.29 1.00  -0.90
C3 0.29 0.66 -0.27  -0.77
C4 -0.92 -0.04 1.67  -0.32
C5 -0.75 1.15 0.72  -0.74
C6 0.81 -1.59 -1.27  -0.36
S1 1.62 -1.01 -2.68  -0.14
H1 1.30 0.95 0.06  0.30
H2 0.13 1.09 -1.27  0.34
H3 -1.92 -0.10 2.13  0.40
H4 -0.21 0.01 2.51  0.25
H5 -0.45 2.06 1.24  0.30
H6 -1.69 1.35 0.21  0.30
H7 0.81 -2.67 -1.23  0.39
H8 1.32 0.28 -2.58  0.12

Output
Charge: 0
E_LUMO (Ha): -0.0224
HOMO-LUMO gap (eV): 7.42
E_HOMO (Ha): -0.2951

---

(x)
C6H8S | ωB97M-V with the def2-TZVPD basis set

Each line ends with the Mulliken charge.
Element x y z (Å)
C1 -1.26 1.08 -0.07  -0.34
C2 0.09 1.34 -0.05  -0.62
C3 0.92 0.25 0.41  -0.05
C4 2.05 -0.62 0.07  -0.30
C5 0.67 -1.01 -0.40  -0.31
S1 -0.75 -1.91 0.02  -0.16
C6 -1.77 -0.32 0.14  -0.73
H1 -1.85 1.89 -0.43  0.38
H2 0.50 2.27 -0.40  0.41
H3 0.48 0.02 1.39  0.25
H4 2.61 -1.26 0.85  0.22
H5 2.59 -0.31 -0.78  0.26
H6 0.45 -0.75 -1.47  0.23
H7 -2.07 -0.25 1.22  0.30
H8 -2.65 -0.43 -0.50  0.44

Output
Charge: 0
E_LUMO (Ha): 0.0376
HOMO-LUMO gap (eV): 9.36
SMILES: C1=C[C@@H]2C[C@H]2SC1
E_HOMO (Ha): -0.3065

---

(x) has the most favorable energy; the next structure is 10.8 kcal/mol above.

---

(w)
C2H3NO4 | ωB97M-V with the def2-TZVPD basis set

Each line ends with the Mulliken charge.
Element x y z (Å)
N1 1.20 -0.50 0.22  -0.32
C1 0.17 -1.32 -0.01  0.35
O1 0.20 -2.49 -0.17  -0.53
C2 -1.13 -0.28 -0.08  0.70
O2 -0.99 0.95 -0.13  -0.67
O3 -2.29 -0.91 0.01  -0.08
O4 -3.30 0.12 0.07  -0.33
H1 0.92 0.46 0.48  0.24
H2 2.25 -0.76 0.32  0.25
H3 -2.68 0.88 -0.12  0.40

Output
Charge: 0
E_LUMO (Ha): 0.0099
HOMO-LUMO gap (eV): 10.94
SMILES: NC(=O)C(=O)OO
E_HOMO (Ha): -0.3923

---

(x)
C2H3NO4 | ωB97M-V with the def2-TZVPD basis set

Each line ends with the Mulliken charge.
Element x y z (Å)
O1 0.52 1.75 -0.38  -0.42
C1 0.47 0.61 -0.10  0.50
C2 -0.93 -0.24 0.06  -0.51
O2 -2.07 0.40 -0.11  -0.47
N1 1.63 -0.38 0.07  0.89
O3 1.67 -1.29 -0.70  -0.50
O4 2.26 -0.27 1.09  -0.52
H1 -0.96 -0.61 1.07  0.34
H2 -0.68 -1.19 -0.48  0.35
H3 -1.92 1.21 -0.52  0.33

Output
Charge: 0
E_LUMO (Ha): -0.0184
HOMO-LUMO gap (eV): 10.37
SMILES: O=C(CO)[N+](=O)[O-]
E_HOMO (Ha): -0.3994

---

(w) has the most favorable energy; the next structure is 36.6 kcal/mol above.